Version A
Below is a cluster of 3 separate species, C4H12O3 in total, with properties calculated with ωB97M-V with the def2-TZVPD basis set.

The geometry in XYZ format:
```
19
Properties=species:S:1:pos:R:3:lowdin_charge:R:1
H -0.560 0.995 -0.143 0.14
C -2.382 0.219 0.517 -0.09
H 1.847 0.579 -1.983 -0.02
O 2.144 0.633 -2.902 -0.08
O 2.236 0.463 -0.070 -0.04
C -0.437 -1.118 -0.376 -0.06
H -1.219 -1.870 -0.520 0.08
H 2.611 1.324 0.147 0.07
H -0.063 -0.852 -1.361 0.07
H -0.678 0.559 2.698 0.14
H 0.274 -1.722 0.189 0.07
H 1.832 0.125 0.712 -0.02
C -0.281 -0.022 1.845 -0.21
H 3.020 0.228 -2.921 0.03
H -2.819 0.253 -0.477 0.08
C -0.844 0.134 0.462 -0.36
O 0.795 -0.532 2.101 0.02
H -2.629 1.178 0.980 0.08
H -2.847 -0.574 1.102 0.08
```

Calculated values
**Highest occupied orbital energy**: -10.55 eV
**HOMO-LUMO gap**: 10.88 eV
**Lowest unoccupied orbital energy**: 0.0123 Eh
**SMILES**: CC(C)C=O.O.O

=====

Version B
Below is a cluster of 5 separate species, C4H12O3 in total, with properties calculated with ωB97M-V with the def2-TZVPD basis set.

The geometry in XYZ format:
```
19
Properties=species:S:1:pos:R:3:lowdin_charge:R:1
H 0.463 -1.086 0.739 0.11
H 0.748 1.494 -0.969 0.10
H -3.010 -1.886 0.413 0.05
H 1.312 3.756 -0.829 0.00
H -0.217 -3.529 0.427 -0.04
H -1.563 1.845 2.221 0.04
O 0.958 3.025 -0.262 -0.28
H 1.562 0.587 2.476 0.10
H 1.333 1.961 1.082 0.05
C 1.135 0.933 1.516 0.16
H 0.425 -1.520 -1.535 0.07
H -1.711 1.609 1.526 0.03
H 0.083 -0.077 -2.813 0.10
C 0.549 0.378 -0.794 -0.08
C 0.706 0.021 0.573 -0.09
O -2.347 -1.153 0.251 -0.17
C 0.304 -0.487 -1.837 0.21
H -1.564 -1.820 0.267 -0.06
O -0.365 -2.673 0.042 -0.30
```

Calculated values
**Highest occupied orbital energy**: -9.06 eV
**HOMO-LUMO gap**: 4.23 eV
**Lowest unoccupied orbital energy**: -0.1776 Eh

=====

We find version A to be the most stable, with the next structure 0.3656 hartree higher.

=====

Version A
Below is a cluster of 3 separate species, C4H12O3 in total, with properties calculated with ωB97M-V with the def2-TZVPD basis set.

The geometry in XYZ format:
```
19
Properties=species:S:1:pos:R:3:lowdin_charge:R:1
H 0.444 0.439 -0.876 0.03
O -0.165 0.030 -1.421 0.08
O 2.026 3.107 -0.646 -0.01
H -0.403 -2.671 -1.532 0.06
C -0.778 1.029 1.137 -0.12
C -1.223 -2.160 -1.072 -0.05
H -1.250 1.517 1.991 0.06
H -2.150 -0.880 1.186 0.12
H -2.067 -2.131 -1.888 0.10
H -0.644 1.735 0.249 0.09
H -1.886 -2.639 -0.218 0.11
C -0.841 -0.766 -0.622 -0.48
H 2.448 3.913 -0.374 0.03
H 0.838 -1.466 1.056 0.10
H 0.329 0.832 1.364 0.07
H 2.326 -1.171 1.161 0.01
O 1.593 -0.902 0.661 -0.06
C -1.287 -0.311 0.635 -0.14
H 2.690 2.497 -0.792 -0.01
```

Calculated values
**Highest occupied orbital energy**: -7.87 eV
**HOMO-LUMO gap**: 8.43 eV
**Lowest unoccupied orbital energy**: 0.0206 Eh
**SMILES**: C/C=C(/C)O.O.O

=====

Version B
Below is a cluster of 3 separate species, C4H12O3 in total, with properties calculated with ωB97M-V with the def2-TZVPD basis set.

The geometry in XYZ format:
```
19
Properties=species:S:1:pos:R:3:lowdin_charge:R:1
C 2.097 -0.680 0.005 -0.25
O -1.754 -1.040 2.426 -0.05
O -1.641 1.800 1.364 -0.05
H -1.469 -0.659 3.238 0.02
C 0.077 -1.342 -1.276 -0.04
H -0.633 -1.946 -0.715 0.08
H -2.567 1.616 1.144 0.06
H 0.852 -1.962 -1.717 0.08
H 1.261 1.077 -2.119 0.09
C 0.718 -0.212 -0.429 -0.38
C 0.700 1.095 -1.195 -0.08
O 3.100 -0.513 -0.630 0.07
H 0.189 -0.103 0.523 0.10
H -1.301 1.820 0.456 0.02
H -2.008 -0.246 1.930 0.00
H -0.310 1.496 -1.270 0.06
H 1.127 1.934 -0.635 0.09
H -0.518 -0.900 -2.065 0.07
H 2.080 -1.235 0.965 0.13
```

Calculated values
**Highest occupied orbital energy**: -9.71 eV
**HOMO-LUMO gap**: 10.09 eV
**Lowest unoccupied orbital energy**: 0.0141 Eh
**SMILES**: CC(C)C=O.O.O

=====

Version C
Below is a cluster of 2 separate species, C4H12O3 in total, with properties calculated with ωB97M-V with the def2-TZVPD basis set.

The geometry in XYZ format:
```
19
Properties=species:S:1:pos:R:3:lowdin_charge:R:1
H 2.391 0.549 -0.965 0.12
H 1.094 0.380 2.393 0.15
H -0.982 2.152 -2.105 0.11
H -0.827 -1.657 1.739 0.05
H -0.570 0.651 1.398 0.14
C 1.053 -0.460 0.410 -0.23
C 0.562 0.996 -1.725 -0.29
H 2.025 -0.917 0.746 0.11
C 0.266 -0.164 1.695 -0.31
O -0.188 -1.334 2.362 -0.07
C 1.392 0.762 -0.492 -0.20
H 1.004 1.749 -2.452 0.13
O -0.776 1.427 -1.465 -0.11
H 0.583 -1.389 -0.161 0.14
H -1.653 -0.232 -0.708 0.01
H 0.507 0.012 -2.354 0.14
H -2.618 -1.451 -0.792 0.04
O -1.801 -1.136 -0.414 -0.04
H 1.523 1.699 0.066 0.12
```

Calculated values
**Highest occupied orbital energy**: -9.84 eV
**HOMO-LUMO gap**: 10.36 eV
**Lowest unoccupied orbital energy**: 0.0189 Eh
**SMILES**: OCCCCO.O

=====

Version D
Below is a cluster of 2 separate species, C4H12O3 in total, with properties calculated with ωB97M-V with the def2-TZVPD basis set.

The geometry in XYZ format:
```
19
Properties=species:S:1:pos:R:3:lowdin_charge:R:1
H -1.955 -0.986 -0.749 0.11
H 2.156 -0.986 2.214 0.00
H 1.898 1.988 -0.418 0.07
H 0.618 -0.802 -1.222 0.08
H 0.772 3.376 -0.872 0.10
H -1.259 -0.988 0.925 0.10
H 0.556 2.268 0.700 0.10
H -1.143 -2.989 -0.866 0.09
O -0.541 -2.478 -0.284 -0.12
O 1.694 -1.052 3.037 -0.07
C 0.141 -0.196 -0.505 -0.12
C 0.847 2.331 -0.405 -0.06
C 0.044 1.280 -1.174 -0.32
H 0.157 1.154 -2.169 0.09
H 1.129 -1.846 2.802 0.07
H -1.699 1.524 -0.193 0.07
C -1.061 -1.077 -0.140 -0.20
O -1.414 1.612 -1.101 -0.09
H 0.848 -0.314 0.345 0.10
```

Calculated values
**Highest occupied orbital energy**: -10.22 eV
**HOMO-LUMO gap**: 10.92 eV
**Lowest unoccupied orbital energy**: 0.0258 Eh
**SMILES**: C[C@H](O)CCO.O

=====

We find version B to be the most stable, with the next structure 0.0208 hartree higher.

=====

Version A
Below is a cluster of 3 separate species, C4H12O3 in total, with properties calculated with ωB97M-V with the def2-TZVPD basis set.

The geometry in XYZ format:
```
19
Properties=species:S:1:pos:R:3:lowdin_charge:R:1
C -2.174 -0.418 0.435 -0.03
H -0.181 -2.194 1.371 0.10
H 2.338 -0.870 0.668 0.08
C -0.705 -0.573 0.088 -0.40
C 1.620 -1.695 0.375 -0.12
H -2.517 0.689 0.619 0.11
H -2.174 -0.506 1.557 0.09
H -0.844 2.869 -1.551 0.05
H -0.770 0.562 -1.543 0.12
O -0.183 0.260 -0.836 -0.04
O -0.096 2.613 -2.080 0.00
H 1.930 -1.818 -0.647 0.06
H 2.072 -2.612 0.916 0.10
H 0.624 2.376 -1.589 -0.03
O 1.457 1.546 0.518 -0.05
H 1.225 0.842 -0.050 -0.05
H -2.756 -0.995 -0.253 0.07
H 0.948 1.362 1.316 0.05
C 0.187 -1.438 0.685 -0.11
```

Calculated values
**Highest occupied orbital energy**: -8.72 eV
**HOMO-LUMO gap**: 9.29 eV
**Lowest unoccupied orbital energy**: 0.0209 Eh
**SMILES**: C/C=C(/C)O.O.O

=====

Version B
Below is a cluster of 2 separate species, C4H12O3 in total, with properties calculated with ωB97M-V with the def2-TZVPD basis set.

The geometry in XYZ format:
```
19
Properties=species:S:1:pos:R:3:lowdin_charge:R:1
O 0.917 -0.307 -2.054 -0.09
O -1.641 -0.537 2.260 -0.09
H -1.170 1.172 0.001 0.11
H -0.053 -1.777 1.511 0.12
H -1.720 -2.423 1.543 0.12
H -1.052 0.554 -2.241 0.12
O 3.519 1.708 0.963 -0.09
C -0.435 0.378 -0.232 -0.18
H -0.799 -1.787 -0.712 0.12
C -0.090 0.620 -1.699 -0.29
H 2.909 2.468 0.828 0.04
C -1.117 -1.514 1.352 -0.29
H 4.268 1.878 0.347 0.05
H 0.431 0.513 0.445 0.12
C -1.201 -0.989 -0.060 -0.19
H 1.707 0.147 -2.416 0.10
H -2.552 -0.876 2.389 0.09
H -2.268 -0.848 -0.319 0.12
H 0.345 1.617 -1.906 0.12
```

Calculated values
**Highest occupied orbital energy**: -10.07 eV
**HOMO-LUMO gap**: 10.67 eV
**Lowest unoccupied orbital energy**: 0.0219 Eh
**SMILES**: OCCCCO.O

=====

We find version B to be the most stable, with the next structure 0.0320 hartree higher.